{"formula": "C58H51CeF2GeNP3", "method": "the ωB97M-V functional and the def2-TZVPD basis", "species": ["Ce", "F", "Ge", "C", "C", "C", "C", "C", "C", "P", "C", "C", "C", "C", "C", "C", "C", "C", "C", "C", "C", "C", "C", "C", "C", "C", "C", "C", "P", "C", "C", "C", "C", "C", "C", "C", "C", "C", "C", "C", "C", "C", "C", "C", "C", "C", "C", "P", "C", "C", "C", "C", "C", "C", "C", "C", "C", "C", "C", "C", "H", "H", "H", "H", "H", "H", "H", "H", "H", "H", "H", "H", "H", "H", "H", "H", "H", "H", "H", "H", "H", "H", "H", "H", "H", "H", "H", "H", "H", "H", "H", "H", "H", "H", "H", "H", "H", "H", "H", "H", "H", "H", "F", "C", "C", "C", "C", "N", "H", "H", "H", "H", "H", "H", "H", "H", "H"], "xyz": [[15.987339, 11.634966, 11.462134], [16.248173, 14.784268, 15.469860], [15.997370, 13.201618, 14.536429], [17.002682, 13.876395, 12.921979], [18.325036, 13.999479, 13.256298], [19.254693, 14.644895, 12.411582], [18.801306, 15.114749, 11.130282], [17.447307, 15.027742, 10.831925], [16.535131, 14.467324, 11.727241], [14.714178, 14.448931, 11.408203], [14.309696, 15.265544, 9.863422], [14.377891, 14.466956, 8.731515], [14.029485, 14.951331, 7.469750], [13.600510, 16.256240, 7.336532], [13.566379, 17.062317, 8.469711], [13.994584, 16.588023, 9.686668], [14.010158, 15.613797, 12.692377], [12.599548, 15.640009, 12.785100], [11.999619, 16.691841, 13.544372], [12.789329, 17.638381, 14.145789], [14.184300, 17.598365, 14.025299], [14.756984, 16.557963, 13.332336], [17.098189, 11.872958, 15.552695], [16.726890, 11.814528, 16.929514], [17.306153, 10.908167, 17.756723], [18.219488, 9.995982, 17.249615], [18.655193, 10.018194, 15.918620], [18.039675, 10.936465, 15.060663], [18.460171, 10.783469, 13.300689], [20.122420, 11.490042, 13.298123], [20.812328, 11.875438, 14.452879], [21.995392, 12.635161, 14.334453], [22.519873, 12.962412, 13.084687], [21.839546, 12.602389, 11.935742], [20.648660, 11.864360, 12.066147], [18.766397, 8.949797, 13.022645], [19.959034, 8.372659, 12.529689], [19.983032, 7.049047, 12.122877], [18.878153, 6.223543, 12.224643], [17.764233, 6.715017, 12.867031], [17.680336, 8.081836, 13.223132], [13.915435, 13.188094, 14.921688], [13.740268, 13.910358, 16.122975], [12.534349, 13.922389, 16.751128], [11.460655, 13.285501, 16.146149], [11.615984, 12.593073, 15.002681], [12.851583, 12.542220, 14.318606], [13.081145, 11.748567, 12.641855], [11.720793, 12.538444, 11.613084], [10.556677, 13.109085, 12.108540], [9.688897, 13.781256, 11.234604], [9.984945, 13.876796, 9.894626], [11.128660, 13.325752, 9.399871], [12.014171, 12.648181, 10.270925], [12.430219, 10.121489, 12.984895], [11.439057, 9.528647, 12.266683], [11.161468, 8.180666, 12.652593], [11.860196, 7.486483, 13.675781], [12.755144, 8.231394, 14.448679], [13.050736, 9.488966, 14.101301], [18.649399, 13.564505, 14.163643], [20.313493, 14.610886, 12.643368], [19.503899, 15.591303, 10.413201], [17.133688, 15.517338, 9.898149], [14.574218, 13.407322, 8.839342], [14.051938, 14.280397, 6.628820], [13.344332, 16.671037, 6.340102], [13.341883, 18.095829, 8.304169], [13.825992, 17.195870, 10.623026], [12.021868, 14.909889, 12.289523], [10.925471, 16.749671, 13.793159], [12.339216, 18.549844, 14.570574], [14.780315, 18.393852, 14.405640], [15.848643, 16.594432, 13.299474], [16.037475, 12.570248, 17.290170], [17.008037, 10.872459, 18.780953], [18.682857, 9.230289, 17.793480], [19.423233, 9.268774, 15.577783], [20.514167, 11.531527, 15.492355], [22.632677, 12.808036, 15.248711], [23.495652, 13.498638, 13.004632], [22.289380, 12.824363, 10.954153], [20.160637, 11.583874, 11.118623], [20.863984, 8.960756, 12.371529], [20.908807, 6.672463, 11.663560], [18.931564, 5.286056, 11.804694], [16.822848, 6.182321, 12.940129], [16.812524, 8.352824, 13.755334], [14.587377, 14.448027, 16.515014], [12.491270, 14.420718, 17.723380], [10.541740, 13.314878, 16.775559], [10.752984, 11.971983, 14.644851], [10.161429, 12.952475, 13.121158], [8.842750, 14.349797, 11.562267], [9.334643, 14.526928, 9.291635], [11.390823, 13.414264, 8.396108], [12.965894, 12.269254, 9.961848], [10.865802, 9.869441, 11.430898], [10.413144, 7.648800, 12.076187], [11.680353, 6.447701, 13.964147], [13.207843, 7.733280, 15.279718], [13.779446, 10.095518, 14.670986], [15.910484, 10.671549, 13.465344], [15.711551, 9.630911, 7.480527], [15.244154, 9.825869, 8.987291], [15.825834, 8.709322, 9.903308], [13.742934, 9.691607, 8.936923], [15.644288, 11.019800, 9.606819], [15.333992, 8.753613, 6.876963], [16.775498, 9.720453, 7.489080], [15.253640, 10.477352, 6.926796], [15.355767, 7.744578, 9.639387], [15.341122, 8.935506, 10.837626], [16.918167, 8.589022, 9.894469], [13.382151, 8.753841, 8.434264], [13.206784, 10.488293, 8.384787], [13.236501, 9.815545, 9.876454]], "forces_ev_per_a": [[-0.650, -1.033, -1.551], [0.264, -1.413, -0.764], [-0.908, 1.003, 1.086], [-1.371, 0.097, -0.064], [1.320, 0.958, -1.153], [-1.101, -0.353, -1.498], [0.961, -0.284, 1.618], [0.262, 0.689, -0.544], [-0.459, 0.506, -0.349], [0.005, 0.154, 1.390], [1.084, -0.753, -0.740], [-0.524, -0.520, -0.591], [0.058, -0.300, 0.461], [0.130, 0.324, -0.572], [0.623, 0.218, -1.013], [-1.511, 1.409, 2.314], [-1.240, -1.231, -1.289], [0.819, 1.954, 1.383], [-0.307, -1.607, -0.142], [0.847, 1.549, -0.134], [-1.529, -0.345, -0.079], [1.810, 0.943, 0.424], [-0.436, -0.266, 0.662], [0.373, 1.361, -2.133], [0.304, -1.038, 0.252], [0.658, 0.341, -1.391], [-0.642, -0.074, 0.535], [-0.353, 0.120, -0.032], [0.684, -0.742, -0.654], [0.482, 0.468, 0.053], [0.805, 0.043, 1.069], [0.588, -0.805, 0.994], [0.761, 0.662, 0.205], [-0.114, -0.718, -0.118], [0.690, 0.306, -1.215], [-0.294, -0.182, 0.307], [-0.384, 0.799, -0.193], [0.897, 0.035, -0.356], [0.109, 1.855, 0.859], [-0.886, 1.403, -0.374], [1.535, -1.288, -0.262], [1.981, 0.437, 0.067], [0.813, -0.461, -0.782], [0.179, 0.562, 0.324], [-0.990, 0.666, 2.872], [-0.880, -1.804, -1.836], [0.345, 0.068, -0.370], [-1.142, 0.954, 0.315], [0.897, -0.358, 0.840], [-1.963, -0.209, 0.020], [0.866, -0.205, 0.546], [-0.672, 1.197, -0.355], [1.164, -1.197, 1.380], [-0.947, 0.816, -0.404], [0.751, 0.471, 1.024], [-0.295, -3.216, 1.020], [0.481, -0.759, 0.179], [-1.036, 1.336, -0.752], [-0.438, -1.923, -0.112], [0.552, 2.394, -0.628], [0.536, -0.171, 0.854], [-0.202, 0.333, 0.162], [-0.575, -0.472, 0.659], [-0.237, -0.469, 0.447], [0.306, -0.082, -0.062], [0.067, -0.092, -0.214], [0.062, -0.354, 0.845], [-0.354, 0.436, 0.362], [0.562, -0.357, -1.252], [-0.589, -0.491, -0.404], [0.523, -0.293, -0.756], [0.102, -0.750, 0.144], [0.405, 0.335, 0.384], [-0.248, -0.399, -0.296], [-0.066, -0.206, 0.188], [-0.047, -0.111, 0.566], [0.285, -0.764, 1.407], [-1.025, 0.951, 0.252], [0.208, 0.657, -1.585], [-0.994, 0.047, -1.048], [-0.966, -0.475, 0.157], [-0.518, -0.129, 0.510], [-0.062, 0.054, 0.587], [-0.313, 0.052, 0.159], [-0.482, 0.127, 0.270], [-0.084, -2.109, -0.637], [0.289, -0.439, 0.179], [-0.998, 0.796, 0.242], [-0.067, -0.006, 0.259], [-0.438, -0.117, -0.389], [0.398, -0.358, -1.109], [1.003, 0.688, 0.258], [0.743, 0.349, -0.484], [-0.453, -0.196, 0.571], [0.349, -0.595, -0.016], [0.347, 0.197, -1.594], [0.318, -0.165, -0.593], [0.081, 0.822, -0.248], [-0.015, -0.064, 0.078], [-0.229, 0.376, -0.446], [0.384, 0.018, 0.459], [-0.417, -0.572, -0.317], [-0.934, 0.279, -0.977], [-1.280, 0.996, 0.149], [0.156, -2.520, -1.747], [-1.177, -0.690, -1.270], [-1.922, -0.124, -0.986], [0.712, 2.335, 2.603], [0.530, 0.440, 1.378], [0.786, -0.088, -0.501], [0.602, -0.144, 0.230], [0.429, 0.175, -0.050], [0.407, -0.116, 1.221], [-0.368, 0.372, 0.239], [0.544, 0.610, 0.672], [0.842, -0.043, -0.295], [0.060, -0.500, 1.037]], "lumo_energy_ev": -3.1, "relative_energy_kj_mol": 0.00, "charge": 1}


{"formula": "C31H35MoO4S6", "method": "the ωB97M-V functional and the def2-TZVPD basis", "species": ["Mo", "O", "S", "C", "C", "C", "C", "S", "O", "C", "C", "C", "C", "C", "C", "C", "C", "C", "C", "C", "C", "H", "H", "H", "H", "H", "H", "H", "H", "H", "H", "H", "H", "H", "H", "H", "H", "H", "H", "O", "C", "S", "C", "C", "S", "S", "S", "C", "C", "C", "C", "C", "C", "C", "C", "C", "C", "C", "C", "O", "H", "H", "H", "H", "H", "H", "H", "H", "H", "H", "H", "H", "H", "H", "H", "H", "H"], "xyz": [[-0.785047, 0.043986, 0.048188], [1.320955, 0.367777, 0.122621], [2.484292, 0.929921, -0.688089], [3.766587, 1.048004, 0.611127], [3.147841, 1.010423, 2.012828], [3.024056, -0.411816, 2.569380], [2.096651, -0.502548, 3.782721], [0.364486, -0.868876, 3.431876], [0.010353, -0.056705, 2.190660], [0.554681, -2.570192, 2.965186], [0.411214, -3.525589, 3.964687], [0.544564, -4.865628, 3.637137], [0.798372, -5.239046, 2.323030], [0.930681, -4.276237, 1.333454], [0.813936, -2.931751, 1.654491], [2.131935, 2.651844, -0.927319], [1.340122, 3.341188, -0.019170], [1.089729, 4.685173, -0.244964], [1.632241, 5.317821, -1.357516], [2.424952, 4.613146, -2.251674], [2.675157, 3.263708, -2.044974], [4.279712, 1.986177, 0.408681], [4.466155, 0.229671, 0.439068], [2.170006, 1.487283, 1.994812], [3.777323, 1.604053, 2.679429], [4.016849, -0.752189, 2.871590], [2.686882, -1.104322, 1.798005], [2.101174, 0.419409, 4.367085], [2.360463, -1.321140, 4.455931], [0.189380, -3.229604, 4.981859], [0.428418, -5.618947, 4.403056], [0.889415, -6.285817, 2.070336], [1.124719, -4.565784, 0.310435], [0.931339, -2.172091, 0.893798], [0.917215, 2.837744, 0.842990], [0.469262, 5.239134, 0.445211], [1.427741, 6.364350, -1.532723], [2.836276, 5.106869, -3.120442], [3.266537, 2.698425, -2.753632], [-2.981327, -1.709577, -6.041910], [-2.452604, -1.403302, -5.021197], [-1.896554, -2.586641, -3.804001], [-1.255597, -1.403779, -2.697432], [-1.370665, -0.108865, -3.030481], [-0.742173, 1.166963, -2.010739], [-2.149062, 0.288870, -4.536599], [-0.455427, -1.928801, -1.234588], [-3.540520, -3.284454, 1.867850], [-3.149834, -1.944988, 2.494879], [-3.071483, -2.050474, 4.019178], [-4.103756, -0.840776, 2.078454], [-5.409927, -0.834805, 2.566434], [-6.321008, 0.130741, 2.174115], [-5.933823, 1.105771, 1.267041], [-4.647350, 1.142452, 0.739300], [-4.304821, 2.184526, -0.310469], [-4.053906, 1.537882, -1.674236], [-3.171990, 3.118189, 0.121223], [-3.780193, 0.157312, 1.181982], [-2.501875, 0.166391, 0.614360], [-2.803249, -4.047278, 2.120259], [-3.598609, -3.213211, 0.781641], [-4.512572, -3.617014, 2.234694], [-2.146796, -1.698862, 2.112563], [-4.041989, -2.294735, 4.447782], [-2.738698, -1.115657, 4.473325], [-2.388988, -2.846364, 4.312637], [-5.716511, -1.606571, 3.257697], [-7.327034, 0.124468, 2.569324], [-6.642466, 1.855878, 0.941167], [-5.200385, 2.803384, -0.406688], [-3.227521, 0.825784, -1.637377], [-3.810886, 2.295330, -2.421444], [-4.940388, 1.001201, -2.013670], [-2.225415, 2.584779, 0.264392], [-3.423894, 3.622485, 1.054145], [-3.002713, 3.882352, -0.638033]], "forces_ev_per_a": [[1.097, -0.110, -0.559], [-0.070, -0.120, 0.014], [0.030, -0.008, -0.113], [-0.118, 0.085, 0.110], [0.098, -0.017, -0.010], [-0.026, -0.001, 0.033], [0.190, 0.065, 0.018], [-0.171, 0.212, 0.012], [-0.416, -0.318, -0.076], [-0.078, -0.094, -0.133], [-0.020, 0.035, -0.032], [-0.016, 0.020, -0.033], [0.000, 0.027, 0.030], [0.005, 0.036, 0.003], [0.037, -0.029, -0.006], [-0.015, -0.082, 0.134], [-0.048, 0.060, 0.000], [-0.010, -0.017, -0.011], [0.009, -0.048, 0.007], [0.007, -0.025, -0.003], [-0.048, 0.079, -0.026], [0.070, 0.000, 0.000], [-0.044, -0.043, 0.010], [0.002, 0.003, 0.044], [0.012, -0.008, -0.021], [-0.023, -0.055, 0.023], [-0.002, 0.045, -0.043], [-0.039, 0.018, -0.012], [0.114, 0.051, 0.026], [-0.034, 0.024, 0.044], [0.015, -0.018, 0.028], [-0.005, -0.034, -0.008], [-0.001, -0.010, -0.038], [0.036, -0.002, 0.011], [-0.005, 0.015, -0.052], [-0.021, 0.017, 0.018], [-0.002, 0.036, 0.004], [0.005, 0.016, -0.021], [0.011, -0.029, -0.008], [-0.046, -0.032, -0.089], [-0.003, 0.005, 0.008], [0.000, 0.012, -0.011], [0.019, -0.199, 0.072], [0.061, 0.265, -0.005], [0.165, -0.259, 0.187], [0.030, -0.044, 0.008], [-0.310, 0.382, 0.289], [-0.046, 0.048, -0.008], [0.250, 0.170, -0.096], [0.026, 0.021, -0.035], [-0.348, -0.447, 0.320], [0.003, 0.062, -0.006], [0.178, -0.003, -0.022], [0.017, 0.078, -0.041], [-0.663, 0.290, -0.015], [0.098, -0.089, 0.106], [-0.068, -0.155, 0.015], [0.125, -0.017, 0.036], [1.289, -0.018, -0.726], [-0.508, -0.049, 0.449], [0.038, -0.044, 0.025], [0.012, 0.022, -0.028], [-0.025, -0.008, 0.010], [-0.236, 0.012, 0.117], [-0.054, -0.017, 0.009], [0.012, 0.013, -0.020], [0.103, -0.060, 0.001], [-0.034, -0.037, 0.050], [-0.025, -0.019, -0.008], [-0.057, 0.014, 0.019], [0.017, 0.015, -0.002], [-0.347, 0.149, 0.031], [0.009, 0.019, 0.003], [-0.040, 0.010, 0.000], [-0.181, 0.136, -0.013], [0.013, -0.008, 0.048], [0.002, 0.007, -0.044]], "s_squared": 2.025, "lumo_energy_ev": [-3.8, -3.6], "charge": 1, "multiplicity": 3}


| no. | E_tot (a.u.) |
| --- | --- |
| 1 | -6071.132400 |
| 2 | -3960.369906 |